A structure of composition C15H29CaN6O2PS. Source: the OMol25 dataset; level of theory: ωB97M-V with the def2-TZVPD basis set.

```
! wB97M-V def2-TZVPD RIJCOSX def2/J DEFGRID3
* xyz 2 1
Ca -0.389 -0.090 0.361
N -2.062 1.051 -1.205
C -2.927 2.048 -0.542
C -2.246 2.629 0.684
N -1.808 1.601 1.654
C -2.907 0.948 2.393
C -3.360 -0.374 1.791
N -2.229 -1.319 1.673
H -2.598 0.540 -1.899
H -1.331 1.530 -1.729
H -3.195 2.872 -1.207
H -3.862 1.563 -0.263
H -1.353 3.178 0.373
H -2.924 3.350 1.153
H -1.228 2.079 2.334
H -2.556 0.759 3.411
H -3.772 1.613 2.481
H -4.166 -0.771 2.413
H -3.769 -0.230 0.792
H -1.875 -1.537 2.602
H -2.574 -2.201 1.306
S 2.750 0.748 -3.327
C 2.800 2.237 -2.502
C 1.997 2.225 -1.393
C 1.303 0.989 -1.142
C 1.634 0.101 -2.150
C 1.135 -1.281 -2.315
C 1.498 -2.080 -3.400
C 1.000 -3.365 -3.505
C 0.143 -3.842 -2.522
C -0.172 -2.994 -1.480
N 0.301 -1.748 -1.365
H 3.397 3.050 -2.887
H 1.907 3.102 -0.762
H 2.157 -1.693 -4.165
H 1.272 -3.986 -4.347
H -0.272 -4.838 -2.565
H -0.839 -3.326 -0.692
N 4.022 0.210 -0.068
C 3.594 -1.100 0.502
P 2.707 -0.722 2.078
O 3.380 0.525 2.583
O 1.230 -0.838 1.887
C 3.237 -1.987 3.341
N 3.967 -1.211 4.409
H 4.370 0.813 0.687
H 3.189 0.690 -0.486
H 4.720 0.113 -0.804
H 4.480 -1.707 0.682
H 2.948 -1.596 -0.219
H 3.896 -2.756 2.945
H 2.365 -2.466 3.776
H 3.467 -1.207 5.297
H 4.007 -0.226 4.030
H 4.908 -1.560 4.585
*
```

=====

The molecule C4H5NO. Source: the OMol25 dataset; level of theory: ωB97M-V with the def2-TZVPD basis set.

```
! wB97M-V def2-TZVPD RIJCOSX def2/J DEFGRID3
* xyz 0 1
H 2.382 -1.164 -1.890
N 1.640 -0.629 -1.446
C 1.136 -1.286 -0.489
O 0.142 -0.815 0.276
C -0.304 0.497 -0.077
C -1.297 0.941 0.900
C -2.111 1.358 1.681
H 1.414 -2.287 -0.147
H -0.725 0.478 -1.088
H 0.553 1.178 -0.099
H -2.831 1.728 2.378
*
```

Calculated values
- SMILES: [H]/N=C/OCC#C

=====

Electronic energy values, unit Ha, following the record order: -2484.8400; -285.3252.
Frontier orbital gap values, unit eV, following the record order: 8.070; 11.193.
Energy above the lowest of the compared OMol25 structures with the same formula, charge and spin values, unit kJ/mol, following the record order: 0.0; 234.7.